Entry from the Open Molecules 2025 dataset: 3 unconnected molecules or ions with the total composition C3H11NO5 at a distorted geometry (ωB97M-V/def2-TZVPD).

Calculated values
**ΔE to the lowest compared entry with this formula, charge and spin**: 0.0 kcal/mol
**E_HOMO**: -10.044 eV
**SMILES**: O=C(O)NCCO.O.O
**Electronic energy**: -15018.09564 eV
**Gap between HOMO and LUMO**: 10.53 eV

Structure (ORCA input):
```
! wB97M-V def2-TZVPD RIJCOSX def2/J DEFGRID3
* xyz 0 1
C 0.81 0.23 -0.83
C -0.17 1.06 -1.66
O -1.49 0.56 -1.50
N 0.42 0.27 0.57
C 0.18 -0.83 1.36
O -0.03 -2.01 0.80
O 0.12 -0.71 2.57
H 0.87 -0.79 -1.20
H 1.83 0.62 -0.94
H -0.13 2.11 -1.33
H 0.05 0.98 -2.72
H -1.75 0.60 -0.55
H 0.66 1.09 1.12
H -0.30 -2.05 -0.15
H 0.54 0.93 3.11
H 1.67 1.91 3.59
O 0.91 1.82 2.97
H -1.83 -2.60 -1.78
H -1.34 -1.14 -1.74
O -1.04 -2.07 -1.70
*
```